The following is a DFT calculation (ωB97M-V/def2-TZVPD) of 6 unconnected molecules or ions with the total composition C27H36F8O7S4 at a distorted geometry.

As for the spin multiplicity: 1. The energy above the lowest of the compared OMol25 structures with the same formula, charge and spin comes out at 1.027 eV. The charge is 0. The value obtained for the HOMO energy is -8.72 eV. As for the total energy: -3968.5105 a.u. The LUMO energy comes out at -1.3 eV.

Each line ends with the Löwdin charge.
Atoms and positions in Å:
C  -2.3629  -6.4217  0.2084  -0.0992
C  -3.8508  -6.7555  -0.0242  -0.4437
C  -4.8595  -5.5302  0.1063  -0.2935
F  -6.0034  -5.8730  -0.4862  0.0953
F  -5.2809  -5.2616  1.3718  0.0812
F  -3.9434  -7.1968  -1.2783  0.1210
F  -4.4596  -7.7069  0.7110  0.1310
O  -1.6906  -5.3588  -0.4069  0.0332
C  -1.5426  -5.5109  -1.8531  -0.5204
C  -0.4405  -4.5730  -2.4227  -0.3289
F  0.7254  -4.7989  -1.8702  0.1353
F  -0.4996  -4.3801  -3.7574  0.1151
F  -1.2943  -6.7573  -2.1498  0.1874
F  -2.6802  -5.1669  -2.4336  0.1684
H  -1.7582  -7.3230  0.1075  0.1426
H  -2.2401  -6.4029  1.2912  0.1479
H  -4.4890  -4.6418  -0.4050  0.1601
H  -0.6732  -3.6127  -1.9626  0.1672
C  -3.9934  2.1672  -4.8700  -0.2412
S  -2.7232  2.7135  -3.5667  0.8517
O  -1.3457  2.4909  -4.2056  -0.5859
C  -3.4236  4.4484  -3.5824  -0.2689
H  -3.4087  1.6025  -5.5962  0.0399
H  -4.4669  2.9866  -5.4109  0.0335
H  -4.7321  1.4059  -4.6195  0.0423
H  -2.7994  5.2228  -3.1365  0.0461
H  -4.3861  4.4774  -3.0716  0.0523
H  -3.6479  4.6947  -4.6202  0.0301
C  7.9983  -1.8861  -6.3482  -0.2821
S  8.0377  -0.3011  -7.2806  0.8427
O  9.5342  0.1104  -7.3441  -0.5738
C  7.6393  -1.0580  -8.8912  -0.2738
H  9.0268  -2.2075  -6.5126  0.0418
H  7.2960  -2.7197  -6.3447  0.0572
H  8.1449  -1.7254  -5.2801  0.0378
H  7.5206  -0.2035  -9.5573  0.0408
H  6.7233  -1.6402  -8.7902  0.0497
H  8.4655  -1.6547  -9.2778  0.0596
C  -7.4928  6.1328  4.8076  -0.2449
S  -6.7183  4.6776  3.9373  0.7990
O  -7.5846  4.2500  2.7885  -0.5694
C  -5.1497  5.3721  3.2675  -0.2618
H  -8.5161  5.9006  5.1025  0.0463
H  -7.6123  6.8302  3.9785  0.0394
H  -6.8806  6.5540  5.6051  0.0490
H  -4.4729  5.5166  4.1095  0.0452
H  -5.2530  6.1871  2.5511  0.0546
H  -4.6617  4.5719  2.7111  0.0426
C  3.5810  8.7184  1.7723  -0.2937
S  2.1090  7.9440  1.1169  0.8152
O  0.9651  8.9104  1.0266  -0.5542
C  2.6841  7.5982  -0.5620  -0.2726
H  4.4379  8.0489  1.8475  0.0542
H  3.2282  8.9296  2.7817  0.0410
H  3.9826  9.6555  1.3867  0.0631
H  2.1378  6.8126  -1.0840  0.0497
H  3.7613  7.4459  -0.4941  0.0401
H  2.7194  8.4553  -1.2346  0.0574
C  -0.3721  -4.1335  6.2700  -0.0841
C  -1.3535  -3.3693  5.7601  -0.0720
C  -1.0392  -2.4539  4.7661  -0.0215
C  0.2192  -2.2625  4.2366  -0.0415
C  1.2407  -3.1169  4.8080  -0.0742
C  0.9474  -4.0274  5.8363  0.0106
C  2.6086  -3.1147  4.2754  -0.2615
O  3.5087  -3.8337  4.7596  0.0753
C  2.8426  -2.1943  3.0981  -0.0845
C  4.0624  -2.2698  2.4996  -0.0036
C  4.3535  -1.2660  1.5318  -0.0542
C  3.4549  -0.3637  0.9725  -0.0423
C  2.1726  -0.3654  1.5804  0.0190
C  1.8321  -1.2912  2.6151  -0.0711
C  0.4379  -1.3606  3.0193  -0.3167
O  -0.4459  -0.6940  2.5559  0.1210
H  -0.5634  -4.8375  7.0663  0.1093
H  -2.3220  -3.2015  6.2075  0.1140
H  -1.8661  -1.8840  4.3688  0.1180
H  1.5290  -4.8682  6.1844  0.1218
H  4.8909  -2.8030  2.9419  0.1209
H  5.4126  -1.2174  1.3260  0.0995
H  3.6073  0.3855  0.2097  0.1047
H  1.4608  0.3787  1.2550  0.1133

=====

The following is a DFT calculation (ωB97M-V/def2-TZVPD) of 10 unconnected molecules or ions with the total composition C36H84O22P4 at a distorted geometry.

As for the spin multiplicity: 1. The energy above the lowest of the compared OMol25 structures with the same formula, charge and spin comes out at 0.000 eV. The charge is 0. As for the SMILES: COP(=O)(OC)OC.COP(=O)(OC)OC.COP(=O)(OC)OC.COP(=O)(OC)OC.C1CCOC1.C1CCOC1.C1CCOC1.C1CCOC1.C1CCOC1.C1CCOC1. The value obtained for the HOMO energy is -9.24 eV. As for the total energy: -4442.9651 a.u. The LUMO energy comes out at 0.5 eV.

Each line ends with the Löwdin charge.
Atoms and positions in Å:
C  4.7529  19.9874  13.1959  -0.1142
O  4.4130  19.2490  14.3163  -0.2501
P  2.8769  19.1918  14.8966  0.5196
O  1.8101  19.2650  13.8688  -0.2377
O  2.8581  17.8149  15.7591  -0.2459
C  2.9932  16.5145  15.1637  -0.0683
O  2.8275  20.3859  16.0708  -0.2275
C  3.9480  20.4342  17.0025  -0.0916
H  5.6558  20.5392  13.4577  0.0764
H  3.8935  20.5758  12.8744  0.0850
H  5.1391  19.3627  12.3906  0.0746
H  3.2584  16.5255  14.1065  0.0758
H  2.0173  16.0384  15.2590  0.0760
H  3.7047  15.9798  15.7929  0.0915
H  4.6055  19.5653  16.9758  0.0737
H  3.5499  20.4614  18.0169  0.0905
H  4.5083  21.3609  16.8781  0.0610
C  1.2624  17.2354  19.0402  -0.1020
O  -0.0648  16.7032  19.0329  -0.2278
P  -0.7330  16.3104  17.5929  0.4938
O  -2.2192  16.0749  17.7094  -0.2640
O  -0.3079  17.5410  16.6245  -0.2642
C  -0.9926  18.8251  16.5389  -0.0521
O  0.1859  15.0319  17.1191  -0.2296
C  -0.3332  14.1349  16.1272  -0.1099
H  1.7580  17.1895  18.0705  0.0595
H  1.8888  16.6228  19.6886  0.0941
H  1.1076  18.2878  19.2783  0.0943
H  -1.5378  18.8034  15.5953  0.0896
H  -0.2586  19.6244  16.4369  0.0816
H  -1.7289  18.9287  17.3360  0.0893
H  -1.3909  13.9089  16.2629  0.0848
H  -0.3014  14.5503  15.1199  0.0864
H  0.2129  13.1919  16.1008  0.0761
C  3.1495  27.6416  15.4850  -0.1285
O  3.0275  26.2667  15.2294  -0.2058
P  4.3277  25.3568  15.5006  0.4621
O  5.5851  25.8395  14.8842  -0.2306
O  4.2904  25.0026  17.0917  -0.2226
C  3.1561  24.3128  17.6130  -0.0898
O  3.7965  24.0002  14.7749  -0.2298
C  3.9742  23.9602  13.3498  -0.0875
H  2.3662  28.0769  16.1056  0.0866
H  3.0712  28.2971  14.6177  0.0903
H  4.0839  27.8733  15.9963  0.0848
H  2.2209  24.8022  17.3409  0.0938
H  3.1476  24.3110  18.7030  0.0922
H  3.2386  23.2689  17.3105  0.0707
H  4.4235  23.0093  13.0633  0.0648
H  2.9765  24.0340  12.9171  0.0881
H  4.6113  24.7505  12.9527  0.0794
C  8.0573  25.4567  12.3468  -0.0755
O  7.2337  24.7635  11.3675  -0.2495
P  7.5853  23.1883  10.9248  0.5061
O  7.4193  22.1655  11.9733  -0.2377
O  6.6339  22.9571  9.6149  -0.2258
C  5.2506  22.9491  9.6903  -0.1295
O  9.0705  23.3187  10.2448  -0.2327
C  9.6142  22.1877  9.5349  -0.0909
H  8.9077  24.8060  12.5508  0.0798
H  7.4336  25.4915  13.2401  0.0566
H  8.3574  26.4686  12.0745  0.0910
H  4.8413  22.3402  8.8841  0.0903
H  4.9428  23.9784  9.5061  0.0969
H  4.8756  22.5177  10.6184  0.0731
H  9.8741  22.3674  8.4917  0.0882
H  8.9270  21.3416  9.5340  0.0777
H  10.5402  21.9868  10.0738  0.0906
C  8.0880  16.5924  10.3299  -0.1575
C  7.7184  15.3467  11.1044  -0.1553
C  6.6169  15.7700  12.0827  -0.1751
O  6.4167  17.1343  11.7852  -0.1562
C  7.5558  17.6931  11.2334  -0.2277
H  7.6013  16.6838  9.3589  0.1107
H  9.1501  16.6642  10.0957  0.1128
H  8.6018  14.8918  11.5526  0.1091
H  7.4062  14.5173  10.4699  0.1076
H  7.0290  15.5916  13.0758  0.1009
H  5.6768  15.2240  12.0047  0.0983
H  8.2835  17.8822  12.0225  0.1086
H  7.3758  18.6269  10.7008  0.1220
C  7.1486  22.5380  15.3872  -0.1494
C  7.2820  23.0395  16.8414  -0.1401
C  7.3898  21.6652  17.5730  -0.2046
O  7.8278  20.7255  16.6286  -0.1615
C  8.1973  21.3820  15.4204  -0.1654
H  7.3612  23.3425  14.6832  0.0921
H  6.1233  22.2137  15.2090  0.0914
H  6.4479  23.5948  17.2704  0.0900
H  8.1751  23.6541  16.9548  0.1114
H  6.4604  21.4007  18.0773  0.1014
H  8.1258  21.7669  18.3706  0.1136
H  8.2030  20.6707  14.5945  0.1088
H  9.1959  21.8180  15.4463  0.1192
C  0.9550  22.3044  10.4342  -0.1480
C  0.7175  22.4332  8.9118  -0.1576
C  -0.2459  21.2955  8.5763  -0.2088
O  -0.4836  20.5891  9.8068  -0.1462
C  0.6519  20.8137  10.6943  -0.1712
H  0.2963  22.9241  11.0426  0.1106
H  1.9634  22.6724  10.6233  0.0864
H  1.5925  22.2187  8.2983  0.1010
H  0.3046  23.3908  8.5947  0.1067
H  0.0905  20.6509  7.7642  0.1043
H  -1.2333  21.5950  8.2251  0.1124
H  1.5121  20.2012  10.4240  0.0902
H  0.3897  20.5953  11.7295  0.1145
C  3.3016  17.3922  10.8133  -0.1916
C  1.8953  17.2506  10.3422  -0.1546
C  1.9593  17.5380  8.8401  -0.1865
O  3.3362  17.7564  8.5770  -0.1407
C  3.9971  18.2318  9.7947  -0.1616
H  3.8188  16.4382  10.9150  0.1049
H  3.3075  17.8827  11.7866  0.0926
H  1.2869  18.0196  10.8181  0.0976
H  1.4176  16.2819  10.4890  0.1000
H  1.4010  18.4426  8.5992  0.1035
H  1.6088  16.6488  8.3160  0.1192
H  3.7777  19.2903  9.9344  0.1084
H  5.0760  18.0785  9.7715  0.1071
C  8.1759  17.4719  15.1277  -0.1756
C  6.7305  17.6887  15.4575  -0.1827
C  6.6183  16.9824  16.7851  -0.2107
O  7.9145  16.9407  17.3239  -0.1168
C  8.8289  17.6345  16.4666  -0.1891
H  8.5937  18.0497  14.3032  0.1059
H  8.2750  16.4318  14.8171  0.1086
H  6.0416  17.2900  14.7128  0.0972
H  6.5235  18.7563  15.5318  0.0921
H  6.3026  15.9638  16.5595  0.1131
H  5.9684  17.4064  17.5505  0.1173
H  9.8126  17.1704  16.5376  0.1198
H  9.0187  18.6774  16.7205  0.1031
C  2.9349  13.6208  12.4780  -0.1490
C  2.8901  12.4485  13.4723  -0.1646
C  1.5500  11.8515  13.3211  -0.2184
O  0.9528  12.4739  12.2067  -0.1176
C  1.9439  13.0816  11.4507  -0.2264
H  3.9499  13.7303  12.0960  0.0950
H  2.5930  14.5822  12.8614  0.0961
H  3.0769  12.9094  14.4422  0.1102
H  3.6445  11.7068  13.2098  0.1171
H  0.9124  12.0331  14.1863  0.1026
H  1.5567  10.7758  13.1459  0.1223
H  1.4357  13.8162  10.8260  0.1155
H  2.4787  12.3758  10.8151  0.1215

=====

The following is a DFT calculation (ωB97M-V/def2-TZVPD) of 2 unconnected molecules or ions with the total composition C2H3O3 at a distorted geometry.

As for the spin multiplicity: 4. The energy above the lowest of the compared OMol25 structures with the same formula, charge and spin comes out at 0.580 eV. The charge is 0. The value obtained for the HOMO energy (alpha / beta) is -9.29 / -8.95 eV. As for the total energy: -303.4613 a.u. The LUMO energy (alpha / beta) comes out at 0.9 / -1.2 eV. The expectation value of S² is 3.7737.

Each line ends with the Löwdin charge.
Atoms and positions in Å:
O  -0.5397  0.5191  -0.0040  -0.0123
O  -0.5500  -0.7057  -0.2825  0.0156
C  -1.8333  1.7225  2.6342  0.1356
C  -0.7252  1.7524  3.3418  -0.3058
O  -0.9562  2.2235  4.6259  -0.0661
H  -2.2377  1.4819  1.6628  0.0157
H  0.3240  1.4825  3.1273  0.1122
H  -0.1017  2.2309  5.1216  0.1051

=====

The following is a DFT calculation (ωB97M-V/def2-TZVPD) of 2 unconnected molecules or ions with the total composition C4H15N3O at a distorted geometry.

As for the spin multiplicity: 1. The energy above the lowest of the compared OMol25 structures with the same formula, charge and spin comes out at 1.575 eV. The charge is 0. As for the SMILES: CNCCNCN.O. The value obtained for the HOMO energy is -8.05 eV. As for the total energy: -400.8603 a.u. The LUMO energy comes out at 1.0 eV.

Each line ends with the Löwdin charge.
Atoms and positions in Å:
C  1.6052  -0.0228  -2.7310  -0.1324
N  0.5117  -0.0794  -1.7700  -0.1220
C  0.7551  -0.7696  -0.4931  -0.2322
C  0.2573  -0.0305  0.7555  -0.2362
N  0.5374  1.3941  0.9275  -0.0627
C  -0.5873  2.2672  0.6277  -0.2878
N  -0.7567  2.6067  -0.8036  0.0079
H  1.7911  1.0148  -3.0208  0.0707
H  2.5240  -0.4803  -2.3725  0.0660
H  1.2893  -0.5320  -3.6474  0.0633
H  0.1046  0.8054  -1.5694  0.0248
H  1.8122  -1.0351  -0.3896  0.0994
H  0.2057  -1.7186  -0.5210  0.1029
H  -0.8054  -0.2418  0.9051  0.1058
H  0.7017  -0.6398  1.5580  0.1039
H  1.3062  1.6040  0.3063  0.1022
H  -1.5117  1.8117  0.9653  0.1077
H  -0.3525  3.1928  1.1347  0.1009
H  -1.5616  2.1505  -1.1812  0.0607
H  -0.7301  3.5919  -0.9714  0.0571
O  -2.2683  -4.6760  3.8276  -0.0430
H  -2.6366  -5.5554  3.7013  0.0344
H  -2.1912  -4.6580  4.7621  0.0085

=====

The following is a DFT calculation (ωB97M-V/def2-TZVPD) of 2 unconnected molecules or ions with the total composition C2H6OSi2 at a distorted geometry.

As for the spin multiplicity: 1. The energy above the lowest of the compared OMol25 structures with the same formula, charge and spin comes out at 4.037 eV. The charge is 0. As for the SMILES: C=C=[SiH2].O=[SiH2]. The value obtained for the HOMO energy is -7.17 eV. As for the total energy: -733.8500 a.u. The LUMO energy comes out at -0.6 eV.

Each line ends with the Löwdin charge.
Atoms and positions in Å:
C  -1.7350  -1.4076  0.4073  -0.1366
C  -1.6334  -0.2430  -0.1114  -0.4277
Si  -1.2003  1.4061  -0.1319  0.6695
H  -2.7330  -1.7373  0.6517  0.0413
H  -0.7757  -2.0641  0.4456  0.0895
H  -0.7406  1.8783  -1.4092  -0.1190
H  -1.7802  2.2102  0.9236  -0.1018
O  1.3247  -0.1798  0.6682  -0.4751
Si  2.5737  -0.0919  -0.1793  0.6253
H  3.7606  -0.9287  -0.4173  -0.0862
H  2.9394  1.1578  -0.8474  -0.0793

=====

The following is a DFT calculation (ωB97M-V/def2-TZVPD) of C4H7ClO in the gas phase at a distorted geometry.

As for the spin multiplicity: 1. The energy above the lowest of the compared OMol25 structures with the same formula, charge and spin comes out at 3.501 eV. The charge is 0. As for the SMILES: C=C[C@H](C)OCl. The value obtained for the HOMO energy is -10.16 eV. As for the total energy: -691.9172 a.u. The LUMO energy comes out at 0.3 eV.

Each line ends with the Löwdin charge.
Atoms and positions in Å:
C  1.1603  1.5253  0.1284  0.0322
C  0.1811  1.0416  -0.6095  -0.1528
C  -0.8891  0.1922  0.0128  -0.4572
C  -0.7076  -1.2876  -0.1841  -0.0592
O  -2.1548  0.6783  -0.6981  -0.5644
Cl  -3.4147  0.2262  0.3686  0.6385
H  1.8934  2.0118  -0.3826  0.0275
H  0.9696  1.2321  1.2060  0.0978
H  0.2219  1.1100  -1.7155  0.1268
H  -0.8552  0.3179  1.0835  0.1039
H  -1.4538  -1.6878  -0.8982  0.0996
H  0.1987  -1.5273  -0.5824  0.0482
H  -0.8281  -1.8720  0.6706  0.0591

=====

Which value of charge does entry 6 give? 0

=====

Which of these has the highest energy above the lowest of the compared OMol25 structures with the same formula, charge and spin? C2H6OSi2

=====

charge of number 3 (C2H3O3)? 0

=====

Which of these has the lowest energy above the lowest of the compared OMol25 structures with the same formula, charge and spin? C36H84O22P4